Below is a cluster of 2 separate species, C4H11N3O2 in total at a distorted geometry, with properties calculated with ωB97M-V/def2-TZVPD.

Element x y z (Å)
O 1.136 -1.016 2.434
O 1.154 0.940 1.041
N -2.815 -0.308 -1.798
N -0.440 0.009 -1.168
N -1.676 -1.656 -0.121
C 3.001 0.431 2.510
C 1.699 -0.015 1.884
C -0.388 1.199 -1.979
C -1.666 -0.580 -0.958
H 3.412 -0.374 3.188
H -1.377 1.524 -2.304
H -0.100 0.836 -3.050
H -0.716 -1.854 0.256
H 0.297 0.525 0.704
H -3.521 -0.062 -1.124
H 0.414 1.951 -1.787
H 3.739 0.758 1.791
H 2.747 1.462 3.042
H -2.901 -1.200 -2.224
H -2.001 -2.570 -0.334

* lowest unoccupied orbital energy: 0.60 eV
* total energy: -12890.3108 eV
* relative energy (zero: lowest compared OMol25 entry of this formula, charge and spin): 58.1 kcal/mol
* SMILES: CN=C(N)N.CC(=O)O
* strongest force on any atom: 6.00 eV/Å
* HOMO level: -8.901 eV
* 2S+1: 1


Below is a cluster of 2 separate species, C4H11N3O2 in total at a distorted geometry, with properties calculated with ωB97M-V/def2-TZVPD.

Element x y z (Å)
O -0.738 1.808 1.748
O -0.665 3.918 1.979
N -1.730 -2.495 -0.553
N 0.512 -2.051 0.317
N 0.180 -1.888 -1.943
C 1.925 -1.526 0.326
C -0.506 2.990 1.158
C -0.123 3.158 -0.267
C -0.365 -1.994 -0.840
H -1.979 -3.464 -0.488
H 0.069 -1.776 1.188
H 2.706 -2.192 0.652
H 0.118 4.274 -0.408
H -0.229 -1.729 -2.809
H -1.050 0.971 1.236
H -2.208 -1.916 0.137
H 2.404 -1.153 -0.615
H -1.025 2.893 -1.024
H 0.741 2.839 -0.783
H 1.963 -0.665 0.991

* lowest unoccupied orbital energy: 0.10 eV
* total energy: -12889.5642 eV
* relative energy (zero: lowest compared OMol25 entry of this formula, charge and spin): 75.3 kcal/mol
* SMILES: [H]/N=C(\N)NC.CC(=O)O
* strongest force on any atom: 4.53 eV/Å
* HOMO level: -9.225 eV
* 2S+1: 1


Below is a cluster of 2 separate species, C4H11N3O2 in total at a distorted geometry, with properties calculated with ωB97M-V/def2-TZVPD.

Element x y z (Å)
O -3.345 -1.746 1.966
O -2.567 -0.342 0.413
N 0.805 1.984 -1.730
N 2.107 0.888 -0.049
N 0.238 -0.113 -0.915
C 1.196 0.912 -0.915
C 3.039 1.966 0.158
C -1.628 -2.571 0.642
C -2.523 -1.424 0.944
H 1.533 2.532 -2.161
H 0.158 -0.630 -0.054
H -1.757 -2.984 -0.352
H 2.936 2.217 1.223
H -3.992 -1.066 2.222
H 2.956 2.884 -0.415
H -0.015 1.761 -2.257
H 4.045 1.532 0.255
H -0.719 0.161 -1.113
H -1.897 -3.444 1.254
H -0.571 -2.515 0.884

* lowest unoccupied orbital energy: 0.61 eV
* total energy: -12891.6721 eV
* relative energy (zero: lowest compared OMol25 entry of this formula, charge and spin): 26.7 kcal/mol
* SMILES: CN=C(N)N.CC(=O)O
* strongest force on any atom: 2.28 eV/Å
* HOMO level: -8.280 eV
* 2S+1: 1


Below is a cluster of 2 separate species, C4H11N3O2 in total at a distorted geometry, with properties calculated with ωB97M-V/def2-TZVPD.

Element x y z (Å)
O 2.014 -1.385 1.313
O 0.941 0.464 1.850
N 0.151 -0.432 -1.997
N -1.968 -0.424 -0.773
N -0.949 1.578 -1.561
C 1.048 -0.765 2.004
C 0.156 2.417 -1.162
C 0.401 -2.020 2.531
C -0.762 0.214 -1.410
H -1.970 1.806 -1.489
H 0.812 0.214 -2.451
H 0.810 2.121 -0.209
H -0.634 -1.661 2.800
H -1.745 -1.428 -0.474
H 0.563 -2.951 1.761
H -0.153 3.661 -1.135
H 0.797 -2.425 3.455
H 2.350 -0.842 0.458
H 0.835 2.398 -2.027
H -2.695 -0.541 -1.486

* lowest unoccupied orbital energy: 0.75 eV
* total energy: -12889.1764 eV
* relative energy (zero: lowest compared OMol25 entry of this formula, charge and spin): 84.3 kcal/mol
* SMILES: [H]/N=C(/N)NC.CC(=O)O
* strongest force on any atom: 5.27 eV/Å
* HOMO level: -8.954 eV
* 2S+1: 1


Below is a cluster of 2 separate species, C4H11N3O2 in total at a distorted geometry, with properties calculated with ωB97M-V/def2-TZVPD.

Element x y z (Å)
O -1.849 3.571 0.636
O 0.363 2.960 0.024
N 1.422 -2.785 1.467
N 0.865 -0.672 2.289
N 0.313 -1.052 0.040
C -1.062 3.020 -0.140
C 0.855 -1.548 1.089
C -1.383 2.219 -1.408
C -0.080 -1.793 -1.070
H -1.168 -1.693 -1.298
H 1.965 -2.743 2.215
H 0.690 2.677 -0.792
H 1.739 -3.348 0.686
H 0.087 -2.921 -1.007
H -0.710 2.203 -2.185
H 1.414 0.155 2.035
H 0.473 -1.556 -1.997
H -2.400 2.496 -1.863
H -0.085 -0.242 2.333
H -1.447 1.054 -1.055

* lowest unoccupied orbital energy: 0.58 eV
* total energy: -12890.5159 eV
* relative energy (zero: lowest compared OMol25 entry of this formula, charge and spin): 53.4 kcal/mol
* SMILES: CN=C(N)N.CC(=O)O
* strongest force on any atom: 7.01 eV/Å
* HOMO level: -9.229 eV
* 2S+1: 1


Below is an isolated molecule of C4H11N3O2 at a distorted geometry, with properties calculated with ωB97M-V/def2-TZVPD.

Element x y z (Å)
O 0.842 -1.896 0.199
O -1.670 -0.733 1.223
N 2.076 0.083 -0.489
N -1.875 -0.873 -1.162
N -0.043 0.240 -0.174
C 3.009 0.429 0.588
C -2.253 1.222 0.025
C -1.461 -0.075 -0.022
C 0.884 -0.711 -0.061
H -1.103 -1.520 1.231
H -1.320 -1.722 -1.209
H 2.558 -0.430 -1.224
H -2.140 1.756 -0.916
H 3.837 1.009 0.181
H -1.900 1.835 0.852
H -2.847 -1.141 -1.049
H 3.396 -0.466 1.081
H -3.305 0.995 0.188
H 0.844 0.969 -0.582
H 2.472 1.031 1.321

* lowest unoccupied orbital energy: 0.79 eV
* total energy: -12891.0776 eV
* relative energy (zero: lowest compared OMol25 entry of this formula, charge and spin): 40.4 kcal/mol
* SMILES: CNC(=O)N[C@@](C)(N)O
* strongest force on any atom: 2.86 eV/Å
* HOMO level: -9.475 eV
* 2S+1: 1